(1)
# C25H27BClN7O4S4Zr

A structure of composition C25H27BClN7O4S4Zr (wB97M-V/def2-TZVPD, the OMol25 dataset).

Atoms and positions in Å:
Zr: 0.50 1.22 -0.62
C: 5.86 -1.29 0.61
S: 4.72 -0.71 1.88
C: 3.61 0.38 1.02
S: 3.57 0.58 -0.65
N: 2.83 0.95 1.91
N: 1.85 1.72 1.32
C: 1.38 2.62 2.11
C: 0.23 3.44 1.72
C: -0.28 4.37 2.60
C: -1.39 5.11 2.22
C: -1.94 4.88 0.98
C: -1.37 3.92 0.15
N: -0.31 3.21 0.51
H: 6.89 -1.11 0.92
H: 5.72 -2.36 0.44
H: 5.67 -0.76 -0.32
H: 1.83 2.76 3.09
H: 0.19 4.51 3.56
H: -1.82 5.84 2.90
H: -2.81 5.42 0.63
H: -1.78 3.70 -0.83
C: 2.45 -2.69 -1.26
N: 1.05 -2.80 -1.59
C: 0.25 -3.87 -1.27
C: -0.99 -3.56 -1.70
N: -0.96 -2.33 -2.29
B: -2.30 -1.84 -2.98
N: -2.11 -0.51 -3.75
C: -2.15 -0.42 -5.11
C: -2.15 0.89 -5.45
N: -2.10 1.60 -4.28
C: -2.24 3.04 -4.20
C: -2.06 0.73 -3.25
S: -2.04 1.11 -1.57
C: 0.29 -1.86 -2.20
S: 0.96 -0.34 -2.75
H: 2.78 -3.66 -0.89
H: 2.60 -1.92 -0.52
H: 3.02 -2.43 -2.16
H: 0.65 -4.73 -0.76
H: -1.90 -4.13 -1.66
H: -2.58 -2.67 -3.81
H: -3.13 -1.74 -2.13
H: -2.19 -1.30 -5.72
H: -2.18 1.38 -6.41
H: -1.39 3.51 -4.70
H: -2.25 3.32 -3.15
H: -3.17 3.33 -4.68
O: -0.90 0.64 1.15
C: -0.24 -0.42 1.30
O: 0.69 -0.65 0.44
C: -0.46 -1.34 2.41
C: 0.49 -2.32 2.67
C: 0.32 -3.21 3.74
C: -0.82 -3.07 4.48
O: -1.20 -3.80 5.57
C: -2.49 -3.30 5.94
O: -2.78 -2.17 5.14
C: -1.77 -2.09 4.22
C: -1.62 -1.19 3.19
H: 1.37 -2.37 2.06
H: 1.05 -3.97 3.98
H: -2.46 -3.00 6.99
H: -3.24 -4.08 5.75
H: -2.35 -0.42 2.98
Cl: 0.51 3.77 -2.57
C: 1.81 2.74 -1.69
H: 2.42 3.44 -1.13
H: 2.39 2.31 -2.52

Gap between HOMO and LUMO: 6.9 eV
HOMO level: -7.625 eV
Total charge: 0
Multiplicity: 1
Energy above the lowest of the compared OMol25 structures with the same formula, charge and spin: 61.8 kJ/mol
LUMO energy: -0.72 eV

These are the Löwdin partial charges, in e, on atoms 1 to 8: 1.3533 -0.4335 0.8354 -1.1218 0.6338 -0.1031 -0.1170 -0.0655

---

(2)
# C25H27BeBrCaF7KLiN2O8P2

A structure of composition C25H27BeBrCaF7KLiN2O8P2 (wB97M-V/def2-TZVPD, the OMol25 dataset).

Atoms and positions in Å:
N: -0.85 -2.96 0.47
C: -0.74 -3.98 1.41
O: -0.86 -3.70 2.62
C: -0.46 -5.43 1.10
C: 0.89 -5.69 0.46
P: 2.36 -5.22 1.52
O: 2.82 -3.96 0.22
C: 3.41 -2.91 1.01
C: 4.10 -3.40 2.29
O: 3.80 -4.77 2.40
H: 0.04 -2.82 -0.02
H: -1.50 -3.23 -0.28
H: -1.24 -5.71 0.38
H: -0.64 -6.05 1.97
H: 0.97 -6.76 0.29
H: 0.96 -5.24 -0.53
H: 3.23 -6.30 0.98
H: 1.99 -6.05 2.63
H: 1.71 -4.12 2.18
H: 2.61 -2.20 1.11
H: 4.24 -2.47 0.43
H: 5.16 -3.17 2.26
H: 3.73 -2.90 3.19
Li: 4.36 -7.63 1.80
F: -2.70 -1.72 -0.01
K: 1.60 -0.65 0.72
Ca: 3.81 -3.98 -1.81
C: 5.46 5.31 0.42
C: 6.33 4.94 1.44
C: 6.32 3.65 1.93
C: 5.46 2.72 1.39
C: 4.60 3.08 0.36
C: 4.58 4.39 -0.11
H: 5.49 6.32 0.03
H: 7.03 5.66 1.83
H: 7.00 3.37 2.72
H: 5.47 1.70 1.76
H: 3.95 2.33 -0.07
H: 3.91 4.67 -0.91
Br: -1.56 -1.95 3.20
N: -4.74 -2.15 4.34
O: -5.19 -3.28 4.16
O: -3.88 -1.96 5.24
O: -5.09 -1.20 3.63
F: 10.10 4.67 -0.19
P: 8.96 4.40 -1.36
F: 8.58 3.07 -2.29
F: 8.11 5.57 -0.54
F: 8.30 5.25 -2.61
F: 8.29 3.38 -0.23
F: 10.33 4.43 -2.28
Be: 1.20 -5.46 -3.07
C: -5.21 0.65 1.29
C: -5.35 -0.51 0.53
C: -5.74 -0.43 -0.80
C: -5.99 0.81 -1.37
C: -5.87 1.97 -0.60
C: -5.47 1.88 0.73
C: -6.18 3.31 -1.18
O: -6.07 4.32 -0.52
C: -6.64 3.37 -2.60
C: -6.98 4.60 -3.15
C: -7.39 4.68 -4.46
C: -7.46 3.53 -5.25
C: -7.12 2.30 -4.71
C: -6.71 2.21 -3.38
C: -6.38 0.88 -2.81
O: -6.43 -0.12 -3.49
H: -4.91 0.58 2.33
H: -5.16 -1.47 0.98
H: -5.84 -1.33 -1.39
H: -5.37 2.78 1.31
H: -6.93 5.49 -2.53
H: -7.67 5.63 -4.89
H: -7.77 3.59 -6.28
H: -7.17 1.40 -5.31

Gap between HOMO and LUMO: 1.4 eV
HOMO level: -9.474 eV
Total charge: +1
Multiplicity: 1
LUMO energy: -8.11 eV

These are the Löwdin partial charges, in e, on atoms 1 to 8: 0.0593 -0.4401 -0.3015 -0.1217 -0.3420 0.5819 -0.6175 -0.3225

---

(3)
# C25H27Cl4CoFGeN

A structure of composition C25H27Cl4CoFGeN (wB97M-V/def2-TZVPD, the OMol25 dataset).

Atoms and positions in Å:
Co: -0.76 0.28 -0.18
C: -0.32 -5.44 -0.51
C: -0.79 -4.14 0.15
C: -1.03 -4.38 1.65
C: -2.05 -3.60 -0.46
C: -3.18 -4.40 -0.46
C: -4.41 -3.91 -0.87
C: -4.53 -2.58 -1.24
C: -3.44 -1.74 -1.27
C: -3.66 -0.31 -1.74
C: -2.70 0.12 -2.85
C: -3.64 0.65 -0.56
C: -2.17 -2.26 -0.92
N: -1.04 -1.48 -1.05
C: -0.02 -1.89 -1.84
C: -0.16 -2.84 -2.88
C: 0.90 -3.09 -3.73
C: 2.12 -2.46 -3.57
C: 2.31 -1.55 -2.53
C: 1.25 -1.29 -1.70
F: 1.37 -0.39 -0.66
H: 0.61 -5.76 -0.05
H: -0.15 -5.30 -1.57
H: -1.05 -6.23 -0.38
H: 0.02 -3.41 0.06
H: -1.80 -5.13 1.81
H: -1.34 -3.46 2.14
H: -0.11 -4.73 2.12
H: -3.10 -5.43 -0.15
H: -5.28 -4.55 -0.88
H: -5.49 -2.20 -1.53
H: -4.67 -0.29 -2.16
H: -1.71 0.36 -2.45
H: -3.07 1.02 -3.34
H: -2.60 -0.66 -3.60
H: -2.64 0.63 -0.06
H: -4.37 0.34 0.18
H: -3.85 1.67 -0.87
H: -1.11 -3.32 -3.02
H: 0.77 -3.80 -4.54
H: 2.94 -2.66 -4.25
H: 3.26 -1.07 -2.36
Cl: -4.14 6.22 -2.25
C: -2.92 5.09 -1.84
C: -2.34 4.30 -2.84
C: -1.41 3.36 -2.51
C: -0.99 3.16 -1.16
C: 0.02 2.22 -0.84
C: -1.58 3.99 -0.17
C: -2.52 4.94 -0.51
H: -2.62 4.46 -3.88
H: -0.96 2.76 -3.29
H: 0.52 2.37 0.12
H: 0.67 1.93 -1.66
H: -1.27 3.89 0.86
H: -2.94 5.58 0.25
Cl: 0.24 1.73 3.21
Ge: -0.51 -0.03 2.18
Cl: 0.87 -1.59 2.72
Cl: -2.38 -0.55 3.19

Gap between HOMO and LUMO (spin up / spin down): 8.8 / 6.1 eV
HOMO level (spin up / spin down): -11.117 / -12.050 eV
Total charge: +1
Multiplicity: 6
LUMO energy (spin up / spin down): -2.30 / -5.93 eV

These are the Löwdin partial charges, in e, on atoms 1 to 8: 0.4954 -0.0419 -0.3709 -0.0638 -0.1206 -0.0115 -0.0222 -0.0131

---

(4)
# C25H27FN4O4S

The molecule C25H27FN4O4S (wB97M-V/def2-TZVPD, the OMol25 dataset).

Atoms and positions in Å:
C: 4.32 2.70 -0.94
O: 3.11 2.50 -1.64
C: 3.11 1.44 -2.56
C: 3.19 0.05 -1.91
N: 2.14 -0.15 -0.94
C: 2.35 -0.01 0.37
O: 3.44 0.15 0.88
C: 1.08 -0.15 1.24
C: 0.10 1.00 1.07
C: 0.41 2.15 0.37
C: -0.49 3.20 0.31
C: -1.70 3.08 0.97
F: -2.57 4.12 0.94
C: -2.04 1.94 1.67
C: -1.13 0.90 1.72
N: 0.41 -1.44 1.05
C: 0.95 -2.53 1.86
C: 2.29 -2.94 1.35
C: 3.51 -2.78 1.94
C: 4.57 -3.23 1.13
C: 4.16 -3.70 -0.07
S: 2.45 -3.63 -0.23
C: -0.42 -1.62 0.00
O: -0.55 -0.77 -0.87
C: -1.23 -2.90 -0.03
C: -2.42 -2.76 -0.99
C: -3.43 -1.78 -0.40
O: -4.23 -2.11 0.45
N: -3.32 -0.52 -0.92
C: -4.07 0.61 -0.62
C: -5.13 0.64 0.28
C: -5.79 1.84 0.47
C: -5.38 2.96 -0.24
C: -4.31 2.82 -1.12
N: -3.67 1.68 -1.30
H: 4.23 3.66 -0.45
H: 5.17 2.72 -1.63
H: 4.48 1.92 -0.19
H: 2.17 1.53 -3.10
H: 3.95 1.54 -3.27
H: 3.12 -0.72 -2.69
H: 4.14 -0.07 -1.38
H: 1.18 -0.16 -1.27
H: 1.43 -0.13 2.28
H: 1.36 2.25 -0.13
H: -0.25 4.10 -0.23
H: -3.00 1.88 2.16
H: -1.39 0.01 2.27
H: 0.26 -3.37 1.84
H: 1.04 -2.18 2.89
H: 3.64 -2.36 2.91
H: 5.61 -3.18 1.42
H: 4.74 -4.10 -0.88
H: -0.59 -3.72 -0.37
H: -1.62 -3.13 0.96
H: -2.92 -3.73 -1.09
H: -2.07 -2.43 -1.97
H: -2.53 -0.32 -1.52
H: -5.42 -0.26 0.81
H: -6.61 1.90 1.16
H: -5.87 3.91 -0.11
H: -3.95 3.66 -1.69

Gap between HOMO and LUMO: 9.0 eV
HOMO level: -8.552 eV
Total charge: 0
Multiplicity: 1
Energy above the lowest of the compared OMol25 structures with the same formula, charge and spin: 88.2 kJ/mol
Structure (SMILES): COCCNC(=O)[C@@H](c1ccc(F)cc1)N(Cc1cccs1)C(=O)CCC(=O)Nc1ccccn1
LUMO energy: 0.43 eV

These are the Löwdin partial charges, in e, on atoms 1 to 8: -0.0935 -0.2043 -0.2068 -0.1390 0.0970 -0.4604 0.0607 -0.1200